A molecular structure, C14H25CoNO3P2S2, computed with wB97M-V/def2-TZVPD.

## Properties
* E: -3690.10160 hartree
* F_max: 9.16 eV Å⁻¹
* expectation value of S²: 6.082
* HOMO level (spin up / spin down): -8.892 / -12.281 eV
* multiplicity: 5
* HOMO-LUMO gap (spin up / spin down): 0.17039 / 0.24243 Ha
* total charge: +1

Each line ends with the Mulliken charge.
CARTESIAN COORDINATES (ANGSTROEM)
Co 0.000 0.000 0.000  -0.65
H -0.753 -0.480 1.124  0.23
H -0.759 0.412 1.128  0.40
P -0.099 -2.315 -0.415  0.91
P -0.102 2.318 -0.399  0.86
C 1.411 3.305 -0.011  -1.25
H 1.287 4.370 -0.276  0.44
H 1.631 3.214 1.066  0.37
H 2.260 2.879 -0.571  0.36
C -0.404 2.741 -2.169  -1.18
H -1.349 2.270 -2.483  0.37
H -0.456 3.834 -2.320  0.40
H 0.411 2.315 -2.776  0.39
C -1.428 3.277 0.460  -1.23
H -1.268 3.215 1.549  0.35
H -1.433 4.337 0.149  0.41
H -2.402 2.817 0.223  0.37
C -0.226 -2.731 -2.207  -1.18
H -0.300 -3.821 -2.365  0.41
H -1.115 -2.226 -2.619  0.39
H 0.664 -2.336 -2.724  0.38
C 1.338 -3.342 0.128  -1.27
H 1.444 -3.259 1.223  0.36
H 1.214 -4.403 -0.153  0.45
H 2.253 -2.939 -0.336  0.37
C -1.533 -3.238 0.298  -1.24
H -2.463 -2.752 -0.038  0.37
H -1.532 -4.298 -0.015  0.42
H -1.487 -3.181 1.398  0.34
C 1.703 0.001 0.889  0.26
O 2.758 0.000 1.398  -0.29
H 0.738 0.016 -1.485  -0.32
O 2.090 2.800 5.992  -0.60
S 1.977 1.277 5.872  1.04
O 3.360 0.620 5.979  -0.60
N 1.756 1.146 4.158  -0.52
C 0.678 0.524 3.849  0.43
S 0.540 -0.020 2.189  0.18
C -0.115 0.017 5.009  0.70
C -1.303 -0.746 5.075  -0.55
C -1.813 -1.083 6.355  -0.67
C -1.136 -0.680 7.524  -0.57
C 0.042 0.054 7.429  -0.59
C 0.513 0.386 6.179  0.05
H -1.835 -1.072 4.188  0.43
H -2.727 -1.657 6.458  0.41
H -1.511 -0.934 8.506  0.41
H 0.595 0.369 8.302  0.47